1.
{"formula": "C4H8", "method": "the ωB97M-V functional and the def2-TZVPD basis", "multiplicity": 1, "total_charge": 0, "e_homo_ev": -9.53, "de_lowest_kj_mol": 46.4, "orbital_gap_ev": 10.81, "smiles": "C=CCC", "elements": ["H", "H", "H", "H", "C", "H", "H", "H", "H", "C", "C", "C"], "xyz": [[1.2628, -0.5299, -1.3234], [-2.0206, 0.9237, -0.9446], [0.7618, 0.6472, 1.4283], [-0.9167, -1.2675, 0.9994], [-1.9689, 0.0250, -0.3179], [-2.8529, -0.5203, -0.1138], [2.4679, 0.4889, -0.4244], [0.2478, 1.4942, -0.0287], [1.8799, -1.1695, 0.1711], [1.6135, -0.2585, -0.2908], [-0.8853, -0.3148, 0.4085], [0.4108, 0.4815, 0.4363]], "forces_ev_per_a": [[0.403, 0.270, 0.792], [0.094, -0.389, 0.314], [-0.094, 0.203, 1.034], [0.009, 1.026, -0.426], [1.509, 0.391, 1.089], [-0.867, -0.541, -0.428], [-0.917, -1.315, 0.406], [0.137, -1.025, 0.330], [0.555, -0.792, 0.797], [-1.120, 2.474, -1.863], [-0.089, 0.076, -0.346], [0.380, -0.378, -1.699]]}


2.
{"formula": "C4H8AsBrClO2S", "method": "the ωB97M-V functional and the def2-TZVPD basis", "multiplicity": 1, "total_charge": -1, "e_homo_ev": -4.71, "de_lowest_kj_mol": 152.5, "orbital_gap_ev": 7.73, "elements": ["Br", "C", "H", "C", "O", "As", "H", "H", "H", "H", "C", "H", "O", "H", "Cl", "C", "S", "H"], "xyz": [[-3.6356, -0.0654, 1.1259], [-1.2340, 0.3995, -0.8565], [-0.4226, -1.7775, -1.9175], [1.9667, 1.3788, 0.2947], [-1.4826, 1.6832, 1.3169], [0.2755, -0.9545, -0.7686], [1.4357, -1.9985, -0.8077], [-0.8612, 1.3146, -1.4317], [-1.1366, -1.6244, 1.8671], [2.1135, -0.6954, 1.0486], [1.2451, 0.0087, 0.7440], [1.0124, -0.1497, -1.8780], [1.7607, 2.4123, 0.9630], [0.6179, 0.1337, 1.6970], [3.1283, 1.5142, -1.1255], [-1.9113, 0.8014, 0.5226], [-0.7988, -2.3194, 0.7093], [-2.0732, -0.0615, -1.5039]], "forces_ev_per_a": [[0.525, 0.187, -0.544], [-3.283, 1.052, 0.318], [-0.327, -0.013, 0.249], [-2.191, 2.293, 4.106], [-1.789, -4.022, -3.478], [1.634, -0.226, -1.864], [0.083, -0.133, 0.110], [-0.421, -0.942, 1.297], [0.393, -0.377, -1.047], [-1.380, 0.930, -0.763], [2.304, 0.585, 0.713], [0.009, 0.284, 0.036], [1.099, -3.384, -2.942], [0.997, 0.556, -1.626], [-0.688, -0.466, 0.815], [2.639, 3.956, 1.553], [-1.038, -0.765, 1.984], [1.433, 0.486, 1.084]]}


3.
{"formula": "C4H8BCsF4O2S", "method": "the ωB97M-V functional and the def2-TZVPD basis", "multiplicity": 1, "total_charge": 0, "e_homo_ev": -10.00, "de_lowest_kj_mol": 676.8, "orbital_gap_ev": 9.43, "elements": ["F", "B", "H", "H", "S", "C", "H", "C", "H", "O", "H", "Cs", "O", "F", "H", "C", "C", "H", "F", "H", "F"], "xyz": [[0.0292, 1.5270, -1.9048], [1.1590, 0.7442, -1.9786], [-2.1988, 0.9117, -0.4774], [-1.0507, -1.5205, -0.9388], [-0.5686, 1.4083, 1.2914], [-0.0422, -1.3907, 0.9950], [1.4620, 0.1031, 1.0575], [0.5374, -0.0986, 1.5984], [-0.4487, -1.9963, 1.8051], [0.2581, 2.6188, 0.8979], [0.8730, -0.1979, 2.6307], [1.4277, -1.8795, -1.2266], [-1.6690, 1.5608, 2.2716], [1.4861, 0.4258, -0.6733], [-0.5762, 0.7881, -0.9507], [-1.1804, -0.9863, 0.0024], [-1.2496, 0.4897, -0.1472], [-2.1062, -1.3624, 0.4378], [2.2317, 1.4755, -2.5677], [0.6461, -2.1179, 0.5643], [0.9802, -0.5028, -2.6869]], "forces_ev_per_a": [[1.199, 1.285, -3.249], [2.091, 3.585, -1.837], [-0.199, -0.129, 0.532], [-0.426, 0.340, -0.201], [-0.061, 0.435, -0.782], [-1.884, 0.325, 2.175], [-0.376, 0.535, 0.726], [1.526, 0.026, 0.499], [-0.496, 0.229, 0.117], [-2.218, -3.485, 1.221], [-0.663, 0.112, 0.200], [4.765, -9.368, 1.266], [2.075, -0.266, -1.009], [0.939, 1.554, -0.101], [-1.431, -0.556, 1.691], [-0.709, -1.151, 1.669], [0.064, 1.244, -0.196], [-0.080, -0.158, -0.150], [-1.163, -1.247, 0.424], [-0.881, 0.862, 2.364], [-2.071, 5.826, -5.359]]}


4.
{"formula": "C4H8BN", "method": "the ωB97M-V functional and the def2-TZVPD basis", "multiplicity": 1, "total_charge": 0, "e_homo_ev": -9.68, "de_lowest_kj_mol": 306.0, "orbital_gap_ev": 8.70, "smiles": "CC(C)BC#N", "elements": ["N", "H", "H", "C", "C", "H", "H", "H", "H", "C", "H", "C", "H", "B"], "xyz": [[-3.8462, 1.3070, -0.4785], [1.0043, 0.3781, -1.5687], [-2.2619, -1.5787, 0.7109], [0.1255, -0.1194, -1.2055], [0.6387, -0.7614, 1.2703], [-0.1253, 1.1728, 0.6379], [-0.7622, 0.2243, -1.4972], [0.7321, -1.7285, 0.9397], [0.2862, -1.2153, -1.5036], [-3.0473, 0.4987, -0.2234], [1.6012, -0.2763, 1.5893], [-0.1520, 0.0694, 0.3716], [0.0619, -0.8755, 2.2473], [-2.0362, -0.5547, 0.3098]], "forces_ev_per_a": [[1.147, -0.981, 0.205], [0.189, 0.698, -0.190], [-0.604, -1.597, 0.347], [2.788, -2.762, 3.183], [-0.062, 1.849, 3.941], [-0.263, -1.325, -0.402], [-3.004, 1.569, -2.809], [0.719, -2.276, -1.003], [-0.562, 1.368, 0.645], [-0.803, 0.182, 0.095], [-0.577, -0.704, -0.607], [-3.493, 0.125, -2.457], [0.782, 0.184, -0.867], [3.745, 3.670, -0.080]]}


5.
{"formula": "C4H8Br2N", "method": "the ωB97M-V functional and the def2-TZVPD basis", "multiplicity": 1, "total_charge": 1, "e_homo_ev": -13.94, "de_lowest_kj_mol": 8.5, "orbital_gap_ev": 10.05, "smiles": "C=C(Br)[C@@H](Br)[NH2+]C", "elements": ["H", "C", "Br", "C", "H", "N", "C", "H", "H", "H", "C", "Br", "H", "H", "H"], "xyz": [[-1.7553, -0.2423, 2.2561], [-2.0188, -0.2287, 1.2090], [0.5699, -2.8097, -0.0150], [1.1160, 1.3766, -0.5330], [0.7327, -0.4741, -1.5654], [1.1006, -0.1352, -0.6684], [-1.2072, -0.5042, 0.1847], [0.3950, 1.9352, -1.0598], [-3.1323, 0.0359, 1.1119], [2.1633, -0.4478, -0.5734], [0.2432, -0.8910, 0.2955], [-1.8769, -0.4871, -1.6741], [1.0437, 1.7238, 0.4726], [0.5085, -0.6136, 1.3176], [2.1179, 1.7622, -0.7581]], "forces_ev_per_a": [[0.698, -0.124, 0.013], [-1.679, 0.345, -0.649], [-0.097, 0.917, 0.128], [1.667, 0.150, 0.441], [0.360, 0.487, -0.443], [2.337, -0.083, 0.493], [-0.827, 0.082, -0.769], [-1.044, -0.123, -1.100], [1.915, -0.501, -0.393], [-2.890, 0.367, -0.294], [-0.670, -0.077, 1.014], [0.469, -0.016, 1.212], [-0.490, -0.611, 1.163], [0.476, -0.341, -0.149], [-0.226, -0.472, -0.668]]}


6.
{"formula": "C4H8Br4ClS", "method": "the ωB97M-V functional and the def2-TZVPD basis", "multiplicity": 1, "total_charge": 1, "e_homo_ev": -12.47, "orbital_gap_ev": 6.49, "elements": ["Br", "H", "C", "H", "Cl", "H", "C", "H", "S", "Br", "H", "H", "H", "Br", "Br", "H", "C", "C"], "xyz": [[-2.5877, -0.3114, -5.3531], [-0.3618, 2.2422, 1.0912], [-2.4628, -0.6297, -3.4672], [1.4021, 2.4494, 0.9899], [-0.1295, -0.2879, -0.3941], [1.5661, 0.5593, 2.7667], [1.1045, -0.2405, 0.8536], [-1.5852, -0.1093, -3.1142], [1.2723, -1.9739, 1.5031], [-3.9694, 0.0859, -2.5140], [0.5565, 2.7229, 2.5068], [0.8032, -2.6153, 0.4156], [2.0558, 0.0069, 0.3883], [-2.2139, -2.5029, -3.0829], [3.3621, -2.4253, 1.2495], [-0.1509, 0.2791, 2.5129], [0.5799, 2.1034, 1.6132], [0.7586, 0.6473, 2.0347]], "forces_ev_per_a": [[-0.011, -0.008, 0.012], [-0.005, 0.026, -0.143], [-0.035, 0.029, -0.073], [0.030, 0.015, -0.070], [-0.201, -0.037, 0.006], [0.073, -0.018, -0.011], [-0.074, 0.240, -0.032], [0.039, 0.004, -0.016], [0.080, -0.161, 0.051], [0.006, 0.006, 0.035], [-0.010, 0.049, 0.005], [0.019, -0.038, -0.115], [0.055, -0.040, 0.031], [0.048, -0.011, 0.050], [0.009, -0.032, 0.070], [-0.028, -0.037, -0.008], [0.004, -0.069, 0.228], [0.002, 0.082, -0.020]]}


7.
{"formula": "C4H8BrF", "method": "the ωB97M-V functional and the def2-TZVPD basis", "multiplicity": 1, "total_charge": 0, "e_homo_ev": [-7.07, -9.88], "de_lowest_kj_mol": 481.9, "orbital_gap_ev": [5.64, 10.57], "elements": ["C", "H", "H", "H", "H", "C", "H", "H", "H", "Br", "H", "C", "C", "F"], "xyz": [[3.3691, 1.3448, 0.2472], [-0.6985, -0.2225, -2.0540], [-1.1542, -1.1999, 1.7359], [-0.4914, 1.5345, -1.3732], [-1.9243, 0.7511, -0.9805], [-0.2067, -0.2938, -0.0280], [4.3881, 1.4271, 0.5401], [0.5876, -0.9113, -0.3485], [-1.0943, 0.5533, 1.9059], [3.2877, -0.5073, -0.3711], [0.4102, -0.3887, 1.9075], [-0.8817, 0.4730, -1.1451], [-0.4936, -0.2847, 1.3798], [2.5796, 1.3327, 1.3440]], "forces_ev_per_a": [[-1.024, -3.030, 1.240], [-0.793, 1.648, 1.017], [1.152, 1.182, -0.771], [0.261, -1.547, 0.259], [-0.261, -0.788, 0.030], [-1.135, 1.544, -1.478], [0.960, 1.164, -0.056], [0.589, -0.556, -0.154], [1.050, -0.760, -1.455], [0.170, 0.723, -0.625], [1.204, -0.177, 0.992], [1.055, -0.092, -0.862], [-3.344, -0.458, 2.428], [0.116, 1.147, -0.567]]}


8.
{"formula": "C4H8BrNO", "method": "the ωB97M-V functional and the def2-TZVPD basis", "multiplicity": 1, "total_charge": 0, "e_homo_ev": -10.08, "de_lowest_kj_mol": 121.7, "orbital_gap_ev": 10.42, "smiles": "[H]/N=C(/C)[C@@](C)(O)Br", "elements": ["H", "Br", "H", "O", "C", "H", "C", "N", "H", "H", "H", "C", "H", "H", "C"], "xyz": [[1.5978, 0.6601, -1.5382], [-2.4364, -0.1501, 0.0773], [-0.5945, 0.5543, 2.0348], [-0.4062, 1.6478, -1.0961], [0.0258, 1.1232, 1.3558], [-0.9986, 2.3558, -0.8310], [0.1401, -1.9636, -0.2830], [1.4608, -0.3137, -1.3982], [1.0188, -2.5016, -0.4503], [1.1091, 0.7581, 1.3345], [-0.0778, -1.9269, 0.8405], [-0.4315, 0.6418, -0.0632], [-0.1123, 2.1925, 1.3885], [-0.7230, -2.5599, -0.7183], [0.4279, -0.5179, -0.6532]], "forces_ev_per_a": [[0.146, 1.251, -0.317], [1.351, 0.866, -0.100], [0.282, 0.251, 0.606], [-0.159, -1.395, 1.698], [0.643, -1.868, -2.334], [-0.098, 0.227, 0.105], [-2.179, 0.637, 2.031], [-1.612, -0.936, 1.364], [1.388, -0.853, -0.221], [-1.314, 1.015, 0.723], [0.297, -0.401, -1.285], [-0.312, 0.218, -1.761], [0.162, 0.206, 0.425], [0.876, 1.392, 0.172], [0.531, -0.610, -1.107]]}


9.
{"formula": "C4H8BrNO3", "method": "the ωB97M-V functional and the def2-TZVPD basis", "multiplicity": 1, "total_charge": 0, "e_homo_ev": -7.71, "de_lowest_kj_mol": 188.0, "orbital_gap_ev": 8.28, "elements": ["C", "H", "C", "C", "N", "H", "H", "H", "O", "H", "H", "O", "H", "Br", "H", "C", "O"], "xyz": [[-0.0925, 0.4305, -0.6690], [0.0600, -1.6997, 1.0489], [-1.0674, 0.0972, 0.4601], [-0.5373, -0.9407, 1.5195], [-0.9578, 1.4464, -1.4560], [-0.9993, 2.2324, -0.8296], [-1.4312, 0.9514, 0.9956], [-1.3790, -1.4827, 2.1165], [3.9640, -0.8235, -1.6860], [-0.6403, 1.6430, -2.4049], [0.1852, -0.4330, 2.2257], [4.2221, -1.1647, 0.5441], [-1.8970, 0.7960, -1.2245], [1.2237, 1.5734, 0.2521], [-2.2899, -1.2969, -0.2154], [3.9974, -0.9593, -0.5580], [-2.3605, -0.3697, -0.1191]], "forces_ev_per_a": [[-0.029, -0.455, -0.079], [0.161, -0.437, -0.520], [-0.345, -1.892, 1.122], [-0.593, 0.614, 0.846], [-1.812, -2.765, 1.832], [-0.265, 1.191, -0.331], [-0.033, 0.953, 0.535], [1.333, 1.313, -1.042], [-0.801, 0.579, -2.586], [-0.376, -0.163, 0.382], [-1.077, -0.438, -0.613], [-0.332, -0.135, 2.160], [1.617, 1.678, -1.781], [0.431, 0.107, -0.024], [0.101, -1.616, -0.510], [1.063, -0.402, 0.422], [0.956, 1.866, 0.186]]}


10.
{"formula": "C4H8Cl2FN", "method": "the ωB97M-V functional and the def2-TZVPD basis", "multiplicity": 1, "total_charge": 0, "e_homo_ev": -9.42, "de_lowest_kj_mol": 234.0, "orbital_gap_ev": 10.18, "smiles": "C[C@@H](CN)C(F)(Cl)Cl", "elements": ["H", "C", "H", "Cl", "Cl", "C", "H", "H", "H", "H", "H", "N", "H", "C", "F", "C"], "xyz": [[-0.4493, 1.1745, 1.5671], [0.4970, 0.5937, 1.0292], [0.5896, -0.6969, 2.5938], [2.3730, 0.2856, -1.5643], [0.8249, -1.9982, -1.2618], [0.6763, -0.2338, -1.4203], [-2.1459, 0.4818, -1.3817], [0.8787, -1.5732, 1.1276], [-2.0466, 0.3125, 0.7456], [-1.4470, -1.1462, -0.3743], [-0.1369, 1.6901, -0.5289], [0.4149, -0.7946, 1.6916], [1.4820, 1.3833, 1.1755], [-0.1294, 0.5320, -0.3422], [0.1655, -0.0982, -2.5982], [-1.5468, 0.0877, -0.4586]], "forces_ev_per_a": [[2.745, -1.065, -0.794], [-1.891, 0.572, 3.075], [1.360, -0.216, 4.804], [0.438, 0.744, 0.324], [-0.384, -0.819, 0.751], [1.694, 0.242, 1.473], [1.146, -0.863, 2.052], [-0.522, 1.750, 1.702], [0.945, -0.375, -4.059], [-0.984, 3.167, -0.672], [0.418, -2.010, -0.834], [0.036, 0.804, -6.909], [-2.466, -2.786, -0.666], [1.288, 2.889, -1.335], [-1.666, 0.967, -2.468], [-2.158, -3.001, 3.557]]}


11.
{"formula": "C4H8Cl2O", "method": "the ωB97M-V functional and the def2-TZVPD basis", "multiplicity": 1, "total_charge": 0, "e_homo_ev": [-8.30, -6.05], "de_lowest_kj_mol": 330.4, "orbital_gap_ev": [8.94, 5.00], "elements": ["C", "H", "H", "C", "H", "H", "Cl", "H", "O", "H", "Cl", "C", "H", "C", "H"], "xyz": [[0.2581, 1.2925, -1.9725], [-0.3633, 1.9435, -2.5829], [0.7492, 1.2116, 1.0465], [-0.5490, -0.4336, 0.8199], [-2.0461, -1.2286, -0.0597], [-0.8778, 1.4556, 1.7223], [1.8619, 1.9816, -1.7992], [0.5000, -1.3524, -0.7618], [-1.8503, -0.5128, 0.5584], [1.3633, -1.3301, 0.7825], [0.3177, -0.2813, -2.7519], [-0.0759, 0.7378, 1.5840], [0.3092, 0.4372, 2.5625], [0.3841, -1.4552, 0.3319], [0.0188, -2.4659, 0.5203]], "forces_ev_per_a": [[0.433, -0.451, -0.440], [-0.148, 0.029, 0.387], [-0.002, 0.072, 0.089], [0.984, 0.716, -0.768], [0.119, -0.004, 0.066], [-0.032, 0.104, 0.021], [-0.326, -0.059, 0.267], [0.054, -0.185, 0.209], [-0.737, -0.125, 0.066], [0.069, -0.038, 0.065], [-0.118, 0.246, -0.123], [-0.093, -0.023, 0.145], [-0.003, 0.023, 0.146], [-0.210, -0.131, -0.208], [0.010, -0.172, 0.078]]}


12.
{"formula": "C4H8Cl2Si", "method": "the ωB97M-V functional and the def2-TZVPD basis", "multiplicity": 3, "s_squared": 2.0076, "total_charge": 0, "e_homo_ev": [-5.53, -9.58], "de_lowest_kj_mol": 116.3, "orbital_gap_ev": [6.33, 7.01], "elements": ["H", "Cl", "H", "C", "H", "H", "C", "H", "H", "H", "Cl", "C", "H", "Si", "C"], "xyz": [[-0.4196, -2.2526, -0.9736], [-3.4066, -1.5960, -0.0630], [1.6518, -0.4204, -0.7217], [-0.0683, 0.3882, -0.0681], [1.3264, -2.7767, -0.3403], [-0.4255, 2.4612, -0.5196], [0.3069, 1.8847, 0.0396], [0.1642, 2.1044, 1.1372], [1.4025, 1.9742, -0.2063], [-0.1580, -2.4478, 0.6709], [-3.6391, 1.5875, -0.3211], [0.7238, -0.6450, -0.3251], [-2.6730, 0.5172, 1.8160], [-2.5333, 0.1337, 0.4876], [0.3536, -2.1197, -0.2874]], "forces_ev_per_a": [[-0.704, -0.857, -1.783], [-0.747, -1.367, 0.048], [2.043, 0.473, -1.135], [3.910, 1.065, 0.004], [-2.199, 1.122, -0.486], [0.498, 0.384, -0.205], [-0.450, -1.972, 1.477], [0.306, 0.243, -1.039], [-1.179, 0.298, -0.056], [0.742, 0.635, -0.719], [-0.923, 1.458, -0.860], [-2.851, -0.356, 0.901], [-0.003, 0.065, 2.351], [-0.579, -0.535, -1.516], [2.137, -0.655, 3.017]]}


Question: Among the records above, which one has the highest multiplicity?
Answer: C4H8Cl2Si